1.
Computed, not measured: C26H32N4O4S in the gas phase, with ωB97M-V with the def2-TZVPD basis set.

CARTESIAN COORDINATES (ANGSTROEM)
C (7.18, 1.64, 0.07)
O (6.03, 1.63, -0.74)
C (5.24, 0.52, -0.72)
C (5.51, -0.64, -0.01)
C (4.61, -1.69, -0.05)
C (3.44, -1.60, -0.77)
N (2.44, -2.58, -0.74)
C (2.07, -3.22, 0.41)
O (2.82, -3.52, 1.31)
C (0.61, -3.68, 0.44)
S (-0.56, -2.46, -0.23)
C (0.17, -0.97, 0.36)
N (1.12, -1.12, 1.22)
C (1.87, -0.03, 1.56)
C (2.96, -0.18, 2.42)
C (3.76, 0.90, 2.70)
C (3.50, 2.15, 2.13)
C (2.42, 2.32, 1.29)
C (1.59, 1.23, 1.00)
C (0.46, 1.39, 0.10)
O (0.12, 2.43, -0.43)
N (-0.24, 0.20, -0.17)
C (-1.39, 0.27, -1.06)
C (-2.70, 0.24, -0.28)
C (-3.90, 0.28, -1.24)
N (-5.20, 0.25, -0.63)
C (-5.52, -0.97, 0.08)
C (-7.03, -1.03, 0.32)
C (-7.48, 0.18, 1.13)
C (-7.04, 1.45, 0.41)
C (-5.53, 1.42, 0.17)
C (3.18, -0.43, -1.52)
O (2.00, -0.42, -2.21)
C (1.73, 0.68, -3.05)
C (4.08, 0.61, -1.49)
H (6.93, 1.50, 1.13)
H (7.90, 0.88, -0.24)
H (7.63, 2.63, -0.06)
H (6.41, -0.74, 0.58)
H (4.80, -2.59, 0.53)
H (1.70, -2.40, -1.41)
H (0.47, -4.57, -0.17)
H (0.34, -3.89, 1.47)
H (3.15, -1.16, 2.82)
H (4.61, 0.78, 3.36)
H (4.14, 2.98, 2.36)
H (2.20, 3.27, 0.85)
H (-1.34, -0.57, -1.75)
H (-1.30, 1.21, -1.61)
H (-2.73, 1.11, 0.39)
H (-2.74, -0.67, 0.33)
H (-3.83, 1.19, -1.84)
H (-3.83, -0.58, -1.91)
H (-5.20, -1.82, -0.54)
H (-5.00, -1.03, 1.05)
H (-7.54, -1.03, -0.65)
H (-7.28, -1.96, 0.84)
H (-8.56, 0.17, 1.26)
H (-7.02, 0.14, 2.12)
H (-7.55, 1.52, -0.55)
H (-7.30, 2.33, 1.00)
H (-5.22, 2.31, -0.38)
H (-5.01, 1.41, 1.14)
H (2.53, 0.82, -3.79)
H (1.59, 1.60, -2.48)
H (0.80, 0.43, -3.57)
H (3.91, 1.53, -2.02)

Computed properties:
gap between HOMO and LUMO	8.25	eV
HOMO energy	-7.76	eV
SMILES string	COc1ccc(NC(=O)CSc2nc3ccccc3c(=O)n2CCCN2CCCCC2)c(OC)c1
total charge	0
energy above the lowest of the compared OMol25 structures with the same formula, charge and spin	51.2	kJ/mol

Löwdin atomic charge list, values in e, 4 entries:
1. C -0.09
2. O -0.08
3. C -0.28
4. C -0.02



2.
Computed, not measured: C4H10NPS in the gas phase in a non-equilibrium geometry, with ωB97M-V with the def2-TZVPD basis set.

CARTESIAN COORDINATES (ANGSTROEM)
C (-2.24, 1.44, 0.32)
N (-1.12, 0.66, 0.68)
P (-0.03, 0.01, -0.14)
C (-0.25, -0.99, -1.76)
C (0.98, -0.91, 0.96)
C (2.37, -0.03, 0.86)
S (1.86, 1.07, -0.51)
H (-3.18, 0.95, 0.56)
H (-2.28, 1.85, -0.70)
H (-2.48, 2.32, 1.02)
H (-1.17, -0.54, -2.25)
H (0.54, -0.86, -2.44)
H (-0.47, -2.14, -1.55)
H (1.15, -2.00, 0.58)
H (0.56, -0.99, 2.01)
H (2.50, 0.62, 1.66)
H (3.25, -0.46, 0.70)

Computed properties:
gap between HOMO and LUMO	9.16	eV
HOMO energy	-8.40	eV
SMILES string	CN=[P@]1(C)CCS1
total charge	0
energy above the lowest of the compared OMol25 structures with the same formula, charge and spin	130.2	kJ/mol

Löwdin atomic charge list, values in e, 4 entries:
1. C -0.26
2. N -0.29
3. P 0.48
4. C -0.21



3.
Computed, not measured: C6H16N2 in the gas phase in a non-equilibrium geometry, with ωB97M-V with the def2-TZVPD basis set.

CARTESIAN COORDINATES (ANGSTROEM)
C (1.99, 0.35, 3.61)
C (1.38, 0.87, 2.31)
N (1.91, 0.24, 1.05)
C (1.07, -0.21, -0.22)
C (-0.41, 0.02, -0.30)
C (-0.69, -0.37, -1.78)
C (-2.15, 0.08, -1.91)
N (-2.90, -0.90, -2.82)
H (1.31, 0.50, 4.43)
H (2.95, 0.69, 3.98)
H (1.98, -0.77, 3.59)
H (0.23, 0.78, 2.40)
H (1.55, 1.97, 2.20)
H (2.59, -0.58, 1.25)
H (1.61, 0.29, -1.00)
H (1.29, -1.18, -0.27)
H (-0.81, 1.06, -0.21)
H (-1.13, -0.64, 0.26)
H (-0.50, -1.48, -1.97)
H (0.00, 0.07, -2.52)
H (-2.76, 0.11, -0.96)
H (-2.28, 1.19, -2.21)
H (-2.51, -1.12, -3.79)
H (-3.73, -0.62, -3.05)

Computed properties:
gap between HOMO and LUMO	9.23	eV
HOMO energy	-8.09	eV
SMILES string	CCNCCCCN
total charge	0
energy above the lowest of the compared OMol25 structures with the same formula, charge and spin	298.7	kJ/mol

Löwdin atomic charge list, values in e, 4 entries:
1. C -0.12
2. C -0.31
3. N -0.09
4. C -0.20



4.
Computed, not measured: a molecular structure, C30H25AsBrGeNO6OsS in a non-equilibrium geometry, with ωB97M-V with the def2-TZVPD basis set.

CARTESIAN COORDINATES (ANGSTROEM)
Os (-0.88, 0.92, 0.67)
O (3.59, 1.46, 0.90)
As (2.14, 1.93, -0.03)
O (2.54, 1.67, -1.56)
O (1.07, 0.77, 0.60)
C (2.20, 3.81, 0.44)
C (3.44, 4.43, 0.56)
C (3.50, 5.79, 0.81)
C (2.33, 6.54, 0.90)
C (1.10, 5.92, 0.77)
C (1.06, 4.56, 0.53)
S (-0.45, 3.63, 0.49)
O (-1.57, 4.53, 0.36)
O (-0.36, 2.66, -0.63)
O (-0.47, 2.91, 1.77)
H (3.78, 0.54, 0.70)
H (4.33, 3.82, 0.46)
H (4.46, 6.27, 0.93)
H (2.39, 7.61, 1.07)
H (0.17, 6.46, 0.85)
Br (-6.04, -1.62, 1.46)
C (-5.07, -0.01, 1.28)
C (-5.71, 1.22, 1.36)
C (-4.92, 2.35, 1.23)
C (-3.57, 2.22, 1.00)
N (-2.95, 1.03, 0.90)
C (-3.71, -0.08, 1.06)
H (-6.78, 1.28, 1.51)
H (-5.35, 3.34, 1.31)
H (-2.96, 3.11, 0.86)
H (-3.18, -1.03, 1.05)
C (-0.87, -0.93, 1.41)
Ge (0.12, -1.86, 0.02)
C (2.09, -1.90, 0.38)
C (2.46, -2.31, 1.65)
C (3.80, -2.36, 2.01)
C (4.77, -2.00, 1.09)
C (4.40, -1.60, -0.18)
C (3.06, -1.54, -0.54)
C (-0.34, -3.79, -0.24)
C (-1.22, -4.47, 0.60)
C (-1.43, -5.83, 0.43)
C (-0.78, -6.52, -0.57)
C (0.08, -5.85, -1.42)
C (0.29, -4.49, -1.25)
C (-0.69, -0.89, -1.55)
C (-2.06, -1.10, -1.73)
C (-2.72, -0.60, -2.84)
C (-2.01, 0.12, -3.80)
C (-0.66, 0.36, -3.61)
C (0.00, -0.14, -2.49)
H (-0.82, -1.20, 2.46)
H (1.69, -2.60, 2.36)
H (4.08, -2.70, 3.00)
H (5.82, -2.04, 1.37)
H (5.17, -1.34, -0.90)
H (2.78, -1.23, -1.54)
H (-1.72, -3.93, 1.38)
H (-2.10, -6.35, 1.10)
H (-0.94, -7.58, -0.69)
H (0.59, -6.38, -2.21)
H (0.97, -3.96, -1.91)
H (-2.60, -1.71, -1.02)
H (-3.77, -0.78, -2.97)
H (-2.51, 0.47, -4.69)
H (-0.11, 0.92, -4.34)
H (1.05, 0.08, -2.37)

Computed properties:
gap between HOMO and LUMO (spin up / spin down)	7.00 / 7.31	eV
HOMO energy (spin up / spin down)	-7.57 / -8.82	eV
spin multiplicity	5
total charge	0

Löwdin atomic charge list, values in e, 4 entries:
1. Os 1.50
2. O -0.23
3. As 0.92
4. O -0.42